1.
ORCA calculation (ωB97M-V with the def2-TZVPD basis set) on a structure of composition C33H30Br2FN4SSbTi.

Results
Total energy ... -223960.3767 eV
Highest occupied orbital energy (spin up / spin down) ... -7.69 / -7.69 eV
Energy relative to the best compared isomer or geometry (same formula, charge and spin) ... 0.0 kcal/mol
Kohn-Sham gap (spin up / spin down) ... 7.080 / 7.079 eV
LUMO level (spin up / spin down) ... -0.61 / -0.61 eV
Largest force on an atom ... 1.0 eV/Å

Last column: Löwdin charge in e.
Geometry (Å):
Ti -0.6124 1.3639 0.1917  0.33
C -1.2947 4.4986 3.2051  -0.01
C -1.1735 3.6645 1.9750  -0.26
N -0.3246 2.7121 1.8314  -0.15
N 0.5300 2.4281 2.8726  0.01
C 1.5042 1.6756 2.4766  -0.79
N 2.4349 1.2518 3.3659  0.11
S 1.7369 1.2615 0.7896  0.70
C -2.0198 3.8472 0.7988  -0.27
C -2.8930 4.8653 0.7296  -0.02
C -3.5198 5.1607 -0.5354  -0.08
C -3.3286 4.3473 -1.5670  -0.05
C -2.6258 3.0115 -1.4120  -0.41
N -1.7645 2.9414 -0.2146  -0.09
H -0.6151 4.1345 3.9671  0.07
H -2.3190 4.4527 3.5765  0.09
H -1.0640 5.5414 2.9838  0.09
H 2.1898 1.3555 4.3380  0.11
H 2.9548 0.4235 3.1209  0.06
H -3.0200 5.5254 1.5735  0.10
H -4.0739 6.0826 -0.6543  0.11
H -3.7019 4.5904 -2.5541  0.11
H -1.9703 2.8797 -2.2805  0.12
Br -2.8271 0.2108 -1.5472  0.82
C -3.6934 1.9064 -1.3840  -0.50
Br -1.9916 0.1520 1.9700  0.14
H -4.4067 1.9851 -2.1990  0.07
H -4.1736 1.9552 -0.4137  0.08
F 1.9410 2.4220 -5.4234  0.05
C 1.3986 2.1251 -4.2224  -0.28
C 0.8177 0.8901 -4.0369  -0.01
C 0.2645 0.6027 -2.7941  -0.18
C 0.2844 1.5118 -1.7334  -0.37
C 0.8915 2.7499 -1.9860  -0.15
C 1.4446 3.0710 -3.2173  -0.01
H 0.8037 0.1694 -4.8438  0.12
H -0.1913 -0.3732 -2.6780  0.05
H 0.9417 3.4960 -1.2003  0.09
H 1.9089 4.0308 -3.4011  0.12
C 2.8289 -2.3972 4.1525  -0.10
C 3.4872 -2.2348 2.9399  -0.10
C 2.7603 -2.0081 1.7772  -0.14
C 1.3703 -1.9465 1.8162  -0.39
C 0.7164 -2.1191 3.0328  -0.14
C 1.4433 -2.3411 4.1958  -0.08
Sb 0.2118 -1.5173 0.0771  1.42
C -1.0167 -3.2537 0.2380  -0.37
C -0.4369 -4.4927 0.5048  -0.14
C -1.2275 -5.6237 0.6407  -0.08
C -2.6077 -5.5242 0.5202  -0.09
C -3.1938 -4.2932 0.2705  -0.08
C -2.4009 -3.1599 0.1333  -0.14
C 1.5750 -2.1941 -1.4231  -0.36
C 1.3225 -3.3327 -2.1833  -0.12
C 2.1806 -3.6952 -3.2148  -0.08
C 3.2968 -2.9228 -3.4980  -0.09
C 3.5512 -1.7797 -2.7526  -0.08
C 2.6913 -1.4141 -1.7275  -0.15
H 3.3949 -2.5752 5.0582  0.10
H 4.5679 -2.2908 2.8943  0.10
H 3.2893 -1.8842 0.8402  0.09
H -0.3646 -2.0744 3.0816  0.06
H 0.9224 -2.4715 5.1360  0.10
H 0.6389 -4.5772 0.6125  0.10
H -0.7678 -6.5820 0.8465  0.10
H -3.2247 -6.4068 0.6302  0.10
H -4.2703 -4.2099 0.1922  0.10
H -2.8705 -2.1974 -0.0272  0.03
H 0.4531 -3.9462 -1.9795  0.09
H 1.9722 -4.5833 -3.7981  0.10
H 3.9633 -3.2063 -4.3024  0.10
H 4.4126 -1.1634 -2.9764  0.11
H 2.8886 -0.5015 -1.1754  0.07

2.
ORCA calculation (ωB97M-V with the def2-TZVPD basis set) on a structure of composition C33H30BrIIrN3O4 at a distorted geometry.

Results
Total energy ... -128340.7147 eV
Highest occupied orbital energy (spin up / spin down) ... -9.37 / -9.38 eV
Total charge ... +1
Kohn-Sham gap (spin up / spin down) ... 3.366 / 3.467 eV
LUMO level (spin up / spin down) ... -6.01 / -5.92 eV
2S+1 ... 2
Largest force on an atom ... 4.8 eV/Å

Last column: Löwdin spin population.
Geometry (Å):
Ir -0.2890 0.3387 0.6906  0.70
C 3.2235 1.9681 -1.5713  0.01
C 2.3656 0.8619 -1.0089  0.02
O 1.8066 1.0267 0.0898  0.02
C 2.2730 -0.3310 -1.7839  0.01
C 1.4470 -1.4083 -1.5175  0.01
C 1.6090 -2.6828 -2.2939  0.00
N 0.4864 -1.3793 -0.5786  0.05
N -0.2059 -2.4757 -0.4286  0.06
C -1.2490 -2.4968 0.4052  0.01
O -1.6537 -1.4791 1.0267  0.01
C -1.8710 -3.8197 0.5372  0.00
C -1.3293 -4.8951 -0.1750  0.00
C -1.8679 -6.1592 -0.0427  0.00
C -2.9549 -6.3625 0.7944  0.00
C -3.5124 -5.2989 1.4925  0.00
C -2.9731 -4.0300 1.3690  0.00
H 3.1590 2.8409 -0.9263  0.00
H 2.8755 2.2203 -2.5724  0.00
H 4.2631 1.6568 -1.6444  0.00
H 2.9424 -0.4173 -2.6271  0.00
H 2.3153 -2.5623 -3.1092  0.00
H 0.6406 -3.0077 -2.6720  0.00
H 1.9662 -3.4635 -1.6192  0.00
H -0.4919 -4.7101 -0.8300  0.00
H -1.4378 -6.9868 -0.5887  0.00
H -3.3693 -7.3540 0.9020  0.00
H -4.3645 -5.4741 2.1338  0.00
H -3.3896 -3.1872 1.9017  0.00
Br -3.7018 2.7054 1.8978  0.00
C -4.0649 1.0298 2.6865  0.00
C -5.3643 0.5455 2.6575  0.00
C -5.6758 -0.6317 3.3121  0.00
C -4.6919 -1.3228 3.9991  0.00
C -3.3889 -0.8543 4.0099  0.00
C -3.0717 0.3141 3.3397  0.00
I -1.0555 1.0077 3.3015  -0.05
H -6.1233 1.1037 2.1296  0.00
H -6.6930 -0.9917 3.2984  0.00
H -4.9316 -2.2281 4.5308  0.00
H -2.6238 -1.3893 4.5489  0.00
C 0.5321 7.6126 4.5902  0.00
C 1.1345 7.1291 3.3084  0.00
C 2.4654 7.4207 3.0298  0.00
C 3.0750 6.9552 1.8714  0.00
C 2.3524 6.1991 0.9789  0.00
C 0.9977 5.9250 1.2212  0.00
N 0.3475 5.1224 0.2955  0.00
C -0.9252 5.2342 -0.1710  0.00
C -1.5226 6.4960 -0.3216  0.00
C -2.7587 6.6178 -0.9138  0.00
C -3.4431 5.4913 -1.3647  0.00
C -2.8797 4.2348 -1.2105  0.00
C -1.6339 4.0903 -0.6197  0.00
C -1.1181 2.7408 -0.2828  0.01
O -1.6267 1.6945 -0.7489  0.12
O -0.1642 2.6685 0.5402  0.01
C 0.3801 6.3737 2.4045  0.00
C -1.0176 5.9751 2.7527  0.00
H 1.2257 8.2624 5.1160  0.00
H 0.3023 6.7724 5.2451  0.00
H -0.3907 8.1594 4.4073  0.00
H 3.0348 8.0061 3.7382  0.00
H 4.1125 7.1854 1.6836  0.00
H 2.8037 5.8355 0.0694  0.00
H 0.7719 4.2042 0.1545  0.00
H -0.9703 7.3651 0.0007  0.00
H -3.1869 7.6013 -1.0345  0.00
H -4.4101 5.6048 -1.8295  0.00
H -3.4033 3.3420 -1.5116  0.00
H -1.3281 5.0825 2.2157  0.00
H -1.7213 6.7745 2.5178  0.00
H -1.0920 5.7659 3.8169  0.00

3.
ORCA calculation (ωB97M-V with the def2-TZVPD basis set) on a structure of composition C33H30CrNO6 at a distorted geometry.

Results
Total energy ... -76884.6878 eV
Highest occupied orbital energy (spin up / spin down) ... -11.77 / -13.43 eV
Total charge ... +2
Kohn-Sham gap (spin up / spin down) ... 6.209 / 4.383 eV
LUMO level (spin up / spin down) ... -5.56 / -9.04 eV
2S+1 ... 4
Largest force on an atom ... 5.2 eV/Å

Last column: Löwdin spin population.
Geometry (Å):
C 4.9831 -1.2947 3.9499  0.00
C 3.9748 -0.2050 3.7008  0.00
O 2.6450 -0.7548 3.7773  0.01
C 1.6670 0.1982 3.6608  0.03
C 0.3482 -0.4347 3.4413  0.35
C -0.7815 0.3098 3.5845  0.01
N -2.0516 -0.1766 3.8037  0.37
C -3.1173 0.7823 3.5383  0.04
C -4.4794 0.2585 3.9515  0.00
O -4.6725 -1.0784 3.4846  0.00
C -3.7225 -1.9758 4.0616  0.00
C -2.2843 -1.6103 3.6940  0.03
O 1.8774 1.4017 3.7518  0.08
H 5.9750 -0.9005 3.7420  0.00
H 4.9761 -1.6198 4.9917  0.00
H 4.8254 -2.1626 3.3079  0.00
H 4.1076 0.6030 4.4365  0.00
H 4.0962 0.2075 2.6852  0.00
H 0.3407 -1.5225 3.4813  0.02
H -0.7046 1.4019 3.6779  0.00
H -2.8847 1.7101 4.0727  0.01
H -3.1454 0.9920 2.4553  0.02
H -4.5847 0.3180 5.0507  0.00
H -5.2676 0.8354 3.4522  0.00
H -3.8338 -2.0018 5.1630  0.00
H -3.9822 -2.9535 3.6327  0.00
H -2.1129 -1.9426 2.6562  0.02
H -1.5966 -2.1528 4.3536  0.01
O 1.4474 5.9501 3.7204  0.01
C 1.9229 6.0724 2.6622  0.00
Cr 2.8839 6.0599 1.0277  0.85
C 2.9999 4.1903 1.3220  0.00
O 3.1187 3.0556 1.5438  0.00
C 4.4469 6.0953 2.1198  0.03
O 5.3235 5.9624 2.8799  0.05
C 2.8793 8.0897 0.2705  0.04
C 1.5659 7.6042 0.2432  0.00
C 1.2913 6.3687 -0.3493  0.02
C 2.3046 5.6410 -1.0070  0.04
C 2.0148 4.2699 -1.3756  0.17
C 1.7274 3.0805 -1.2105  0.04
C 1.4673 1.7189 -1.3733  0.29
C 2.6135 0.8275 -1.2061  0.01
C 3.9165 1.4107 -1.2343  0.07
C 5.0617 0.6608 -0.9633  -0.01
C 4.9528 -0.7141 -0.7043  0.08
C 3.7020 -1.3260 -0.7841  -0.01
C 2.5577 -0.5754 -1.0565  0.06
C 0.1393 1.3690 -1.8719  0.01
C -0.6413 2.4077 -2.4671  0.07
C -1.9410 2.1826 -2.9249  -0.01
C -2.5062 0.8996 -2.8315  0.08
C -1.7333 -0.1497 -2.3256  -0.01
C -0.4361 0.0764 -1.8683  0.06
C 3.6245 6.1448 -0.9801  0.03
C 3.9002 7.3774 -0.3780  0.00
H 3.1088 9.0154 0.8110  0.00
H 0.7551 8.1552 0.7210  0.00
H 0.2960 5.9198 -0.3029  0.00
H 4.0144 2.4614 -1.5200  0.00
H 6.0359 1.1537 -0.9511  0.00
H 5.8425 -1.2902 -0.4396  0.00
H 3.6027 -2.3990 -0.6356  0.00
H 1.6255 -1.1033 -1.1825  0.00
H -0.1810 3.3890 -2.6114  0.00
H -2.5138 3.0085 -3.3475  0.00
H -3.5387 0.7349 -3.1403  0.00
H -2.1417 -1.1589 -2.2784  0.00
H 0.1327 -0.7782 -1.5274  0.00
H 4.4253 5.5375 -1.4129  0.00
H 4.9224 7.7622 -0.3825  0.00